(1)
Molecular formula: C4H8NO2
Method: DFT, ωB97M-V with the def2-TZVPD basis set

Calculated values
Energy above the lowest of the compared OMol25 structures with the same formula, charge and spin: 132.2 kcal per mole
Multiplicity: 1
Highest occupied orbital energy (alpha / beta): -13.28 / -13.28 eV
Gap between HOMO and LUMO (alpha / beta): 6.05 / 6.04 eV
Net charge: +1
Total energy: -9850.599 eV
Max |F|: 7.5 eV Å⁻¹
Lowest unoccupied orbital energy (alpha / beta): -7.2 / -7.2 eV

Atoms and positions in Å:
C1 -1.063 -1.369 -0.268
C2 -0.023 0.707 -0.138
C3 -2.315 0.640 0.329
C4 2.826 -0.046 -0.045
N1 -1.101 -0.077 -0.055
O1 0.411 1.754 -0.357
O2 1.665 -0.650 0.238
H1 -1.964 -1.953 -0.165
H2 -0.111 -1.828 -0.493
H3 -2.294 1.654 -0.072
H4 -2.394 0.699 1.416
H5 -3.187 0.121 -0.063
H6 3.616 -0.814 -0.045
H7 3.113 0.686 0.733
H8 2.820 0.476 -1.016

(2)
Molecular formula: C5H8N
Method: DFT, ωB97M-V with the def2-TZVPD basis set

Calculated values
Energy above the lowest of the compared OMol25 structures with the same formula, charge and spin: 134.4 kcal per mole
Multiplicity: 1
Highest occupied orbital energy: -14.54 eV
Gap between HOMO and LUMO: 9.71 eV
Net charge: +1
Total energy: -6792.260 eV
Max |F|: 3.5 eV Å⁻¹
Lowest unoccupied orbital energy: -4.8 eV

Atoms and positions in Å:
C1 -0.244 2.717 0.194
C2 -0.120 1.455 -0.094
C3 0.584 0.155 0.374
C4 -0.663 0.045 -0.498
C5 1.930 -0.263 -0.136
N1 -1.870 -0.551 0.109
H1 0.419 -0.032 1.464
H2 -0.401 -0.195 -1.569
H3 2.781 0.007 0.580
H4 2.176 0.103 -1.118
H5 1.986 -1.318 -0.228
H6 -2.703 -0.514 -0.508
H7 -2.226 -0.045 0.983
H8 -1.649 -1.561 0.446

(3)
Molecular formula: C6H15O3P
Method: DFT, ωB97M-V with the def2-TZVPD basis set

Calculated values
Energy above the lowest of the compared OMol25 structures with the same formula, charge and spin: 74.0 kcal per mole
Multiplicity: 1
Highest occupied orbital energy (alpha / beta): -7.91 / -7.91 eV
Gap between HOMO and LUMO (alpha / beta): 6.54 / 6.55 eV
Net charge: 0
Total energy: -21893.298 eV
Max |F|: 4.4 eV Å⁻¹
Lowest unoccupied orbital energy (alpha / beta): -1.4 / -1.4 eV

Atoms and positions in Å:
C1 -0.514 -1.114 0.899
C2 -2.885 -0.092 0.633
C3 -1.761 -1.551 -1.272
C4 4.054 0.085 -0.401
C5 -0.026 2.710 0.895
C6 -1.541 -0.584 -0.085
O1 0.589 0.792 -1.112
O2 -0.968 1.922 0.590
O3 2.906 -0.636 0.004
P1 -0.838 0.964 -0.915
H1 0.273 -0.377 0.915
H2 -0.972 -1.203 1.886
H3 -0.121 -2.056 0.559
H4 -3.146 -0.962 1.186
H5 -3.519 0.121 -0.163
H6 -2.495 0.680 1.299
H7 -2.247 -2.388 -1.047
H8 -2.205 -1.135 -2.064
H9 -0.817 -1.784 -1.567
H10 4.934 0.041 0.189
H11 3.918 1.122 -0.481
H12 4.236 -0.468 -1.405
H13 1.020 2.538 0.491
H14 -0.174 3.563 1.550
H15 2.301 -0.187 -0.584

(4)
Molecular formula: C2H7BO3
Method: DFT, ωB97M-V with the def2-TZVPD basis set

Calculated values
Energy above the lowest of the compared OMol25 structures with the same formula, charge and spin: 22.8 kcal per mole
Multiplicity: 1
Highest occupied orbital energy: -10.79 eV
SMILES: CCOB(O)O
Gap between HOMO and LUMO: 11.37 eV
Net charge: 0
Total energy: -9009.197 eV
Max |F|: 5.0 eV Å⁻¹
Lowest unoccupied orbital energy: 0.6 eV

Atoms and positions in Å:
B1 -2.309 -0.093 -0.123
C1 1.380 -0.469 0.141
C2 0.114 0.371 -0.083
O1 -0.980 -0.477 -0.243
O2 -3.295 -0.953 0.078
O3 -2.563 1.202 0.076
H1 1.479 -0.707 1.282
H2 1.178 -1.360 -0.329
H3 2.326 0.162 0.056
H4 -0.061 0.922 0.891
H5 0.175 0.919 -1.075
H6 -2.791 -1.812 0.053
H7 -1.853 1.792 0.353

(5)
Molecular formula: C2H3IS2
Method: DFT, ωB97M-V with the def2-TZVPD basis set

Calculated values
Energy above the lowest of the compared OMol25 structures with the same formula, charge and spin: 27.1 kcal per mole
Multiplicity: 1
Highest occupied orbital energy: -9.28 eV
Gap between HOMO and LUMO: 8.41 eV
Net charge: 0
Total energy: -31892.008 eV
Max |F|: 4.8 eV Å⁻¹
Lowest unoccupied orbital energy: -0.9 eV

Atoms and positions in Å:
C1 -0.513 1.890 -0.500
C2 0.594 -0.989 0.531
S1 0.292 1.497 -1.826
S2 -1.711 2.333 0.587
I1 -1.088 -2.067 -0.245
H1 0.913 -0.542 -0.299
H2 1.331 -1.757 0.389
H3 0.182 -0.364 1.363

(6)
Molecular formula: C43H58InNO3SSbSeSi4
Method: DFT, ωB97M-V with the def2-TZVPD basis set

Calculated values
Energy above the lowest of the compared OMol25 structures with the same formula, charge and spin: 95.3 kcal per mole
Multiplicity: 1
Highest occupied orbital energy: -4.64 eV
Gap between HOMO and LUMO: 6.73 eV
Net charge: -1
Total energy: -172569.159 eV
Max |F|: 3.1 eV Å⁻¹
Lowest unoccupied orbital energy: 2.1 eV

Atoms and positions in Å:
In1 -4.067 1.278 1.764
Se1 -4.981 4.715 -1.668
C1 -4.526 3.206 -0.716
N1 -4.205 2.201 -0.218
C2 3.685 0.194 -1.776
C3 3.053 -1.120 -1.438
O1 3.215 -1.521 -0.156
O2 2.457 -1.824 -2.262
H1 3.356 0.995 -1.105
H2 3.467 0.460 -2.785
H3 4.708 0.126 -1.441
C4 2.250 7.298 -1.038
C5 2.661 6.770 0.319
C6 3.712 7.439 0.960
C7 4.074 7.203 2.270
C8 3.439 6.177 2.980
C9 2.544 5.405 2.304
C10 2.062 5.743 1.005
Sb1 0.265 4.692 0.377
C11 -0.770 6.503 -0.490
C12 -0.984 7.409 0.516
C13 -1.820 8.493 0.338
C14 -2.441 8.670 -0.873
C15 -2.252 7.738 -1.903
C16 -1.316 6.686 -1.749
C17 -1.002 5.787 -2.873
C18 1.128 3.706 -1.369
C19 2.338 4.041 -2.007
C20 2.592 3.462 -3.221
C21 1.733 2.495 -3.781
C22 0.551 2.110 -3.123
C23 0.303 2.648 -1.885
C24 -0.876 2.054 -1.106
H4 1.408 6.678 -1.412
H5 3.034 7.208 -1.770
H6 1.983 8.354 -1.044
H7 4.161 8.246 0.386
H8 4.879 7.789 2.787
H9 3.664 5.985 4.017
H10 2.091 4.518 2.823
H11 -0.446 7.264 1.457
H12 -1.986 9.127 1.147
H13 -3.036 9.561 -1.110
H14 -2.687 7.905 -2.873
H15 -1.895 5.305 -3.249
H16 -0.365 4.947 -2.594
H17 -0.599 6.374 -3.737
H18 2.993 4.857 -1.565
H19 3.499 3.648 -3.828
H20 1.885 2.146 -4.831
H21 -0.124 1.419 -3.488
H22 -1.406 1.139 -1.501
H23 -1.610 2.859 -0.960
H24 -0.464 1.738 -0.107
C25 -0.879 -3.369 -1.253
Si1 0.157 -3.023 0.239
C26 -0.130 -4.237 1.644
C27 -0.291 -1.269 0.920
Si2 2.572 -3.092 0.237
Si3 3.572 -4.835 -1.049
C28 3.654 -6.389 -0.034
C29 5.259 -4.222 -1.715
C30 2.412 -4.982 -2.526
Si4 3.570 -3.088 2.353
C31 3.903 -4.828 3.246
C32 2.672 -1.944 3.582
C33 5.243 -2.363 1.896
H25 -0.447 -3.053 -2.197
H26 -1.858 -2.924 -1.110
H27 -1.121 -4.503 -1.380
H28 -1.109 -3.996 2.118
H29 0.608 -4.405 2.400
H30 -0.328 -5.282 1.262
H31 -1.329 -1.224 1.206
H32 -0.073 -0.498 0.164
H33 0.349 -1.094 1.760
H34 4.416 -6.293 0.778
H35 3.920 -7.335 -0.619
H36 2.681 -6.527 0.460
H37 6.016 -4.704 -1.090
H38 5.330 -3.113 -1.693
H39 5.583 -4.381 -2.772
H40 1.550 -5.530 -2.211
H41 2.840 -5.356 -3.471
H42 2.217 -3.944 -2.693
H43 3.445 -4.886 4.240
H44 4.993 -4.811 3.515
H45 3.720 -5.731 2.545
H46 1.585 -2.241 3.726
H47 2.634 -0.934 3.177
H48 3.027 -1.924 4.609
H49 5.791 -3.043 1.241
H50 5.908 -2.157 2.729
H51 5.072 -1.572 1.238
C34 -9.844 -7.992 0.388
C35 -8.826 -6.872 0.352
O3 -8.825 -6.126 -0.587
S1 -7.963 -6.876 1.825
C36 -7.000 -5.481 1.742
C37 -7.562 -4.253 1.459
C38 -6.759 -3.111 1.266
C39 -5.384 -3.191 1.563
C40 -4.883 -4.423 2.025
C41 -5.674 -5.603 2.043
C42 -4.560 -2.039 1.326
C43 -4.077 -0.956 0.988
H52 -10.089 -8.306 1.422
H53 -9.406 -8.859 -0.146
H54 -10.721 -7.673 -0.086
H55 -8.619 -4.224 1.188
H56 -7.227 -2.221 0.800
H57 -3.828 -4.443 2.236
H58 -5.216 -6.552 2.328

(7)
Molecular formula: C58H80BrCl2N3O5PbS2Se
Method: DFT, ωB97M-V with the def2-TZVPD basis set

Calculated values
Energy above the lowest of the compared OMol25 structures with the same formula, charge and spin: 16.2 kcal per mole
Multiplicity: 1
Highest occupied orbital energy: -7.18 eV
Gap between HOMO and LUMO: 5.90 eV
Net charge: 0
Total energy: -263506.421 eV
Max |F|: 0.8 eV Å⁻¹
Lowest unoccupied orbital energy: -1.3 eV

Atoms and positions in Å:
Pb1 -1.274 -0.199 1.355
C1 4.969 4.532 -1.675
C2 5.374 3.786 -0.398
C3 6.543 2.841 -0.718
C4 5.853 4.809 0.631
C5 4.188 2.962 0.115
C6 3.623 1.976 -0.681
C7 2.591 1.217 -0.157
Se1 1.883 -0.216 -1.156
C8 2.234 -1.711 0.022
C9 3.461 -2.202 -0.436
C10 4.086 -3.221 0.242
C11 3.425 -3.706 1.384
C12 2.198 -3.268 1.831
C13 1.478 -2.263 1.084
O1 0.259 -1.991 1.386
C14 1.580 -3.834 3.119
C15 1.324 -2.675 4.095
C16 2.517 -4.821 3.816
C17 0.265 -4.570 2.806
C18 5.437 -3.793 -0.175
C19 6.469 -3.520 0.929
C20 5.313 -5.308 -0.387
C21 5.943 -3.167 -1.473
C22 2.019 1.363 1.140
O2 1.031 0.596 1.413
C23 2.637 2.342 1.968
C24 3.668 3.092 1.410
C25 2.300 2.595 3.448
C26 1.140 1.749 3.976
C27 3.537 2.249 4.293
C28 1.928 4.070 3.655
H1 5.808 5.116 -2.063
H2 4.139 5.214 -1.473
H3 4.651 3.840 -2.459
H4 7.429 3.410 -1.016
H5 6.291 2.159 -1.533
H6 6.797 2.239 0.157
H7 6.694 5.371 0.220
H8 6.193 4.326 1.550
H9 5.065 5.523 0.886
H10 3.979 1.781 -1.688
H11 3.924 -1.757 -1.309
H12 3.920 -4.485 1.950
H13 2.266 -2.181 4.349
H14 0.870 -3.050 5.018
H15 0.657 -1.938 3.657
H16 3.476 -4.362 4.071
H17 2.701 -5.712 3.209
H18 2.047 -5.148 4.747
H19 -0.477 -3.895 2.387
H20 -0.142 -5.010 3.721
H21 0.448 -5.377 2.090
H22 6.183 -4.000 1.867
H23 6.561 -2.447 1.113
H24 7.451 -3.906 0.638
H25 4.990 -5.816 0.524
H26 6.279 -5.729 -0.680
H27 4.587 -5.529 -1.173
H28 6.094 -2.089 -1.368
H29 5.247 -3.343 -2.299
H30 6.903 -3.611 -1.744
H31 4.125 3.837 2.050
H32 1.338 0.682 3.859
H33 0.211 1.988 3.458
H34 1.002 1.964 5.041
H35 3.784 1.190 4.183
H36 3.339 2.448 5.350
H37 4.411 2.832 3.995
H38 1.035 4.317 3.072
H39 2.732 4.748 3.360
H40 1.706 4.253 4.710
C29 -3.169 4.667 -4.279
C30 -3.384 3.156 -4.208
C31 -2.930 2.561 -2.877
C32 -3.866 2.900 -1.715
N1 -3.329 2.534 -0.413
C33 -2.421 3.254 0.271
S1 -1.865 2.731 1.787
N2 -2.046 4.434 -0.267
C34 -0.934 5.245 0.241
C35 0.429 4.704 -0.174
C36 0.724 4.818 -1.669
C37 0.972 6.252 -2.132
H41 -3.441 5.059 -5.260
H42 -2.117 4.913 -4.106
H43 -3.770 5.203 -3.541
H44 -2.824 2.681 -5.016
H45 -4.441 2.921 -4.370
H46 -1.916 2.914 -2.650
H47 -2.859 1.471 -2.945
H48 -4.804 2.356 -1.837
H49 -4.118 3.961 -1.703
H50 -3.440 1.567 -0.135
H51 -2.264 4.571 -1.240
H52 -1.007 5.263 1.325
H53 -1.094 6.259 -0.128
H54 0.477 3.656 0.130
H55 1.203 5.234 0.391
H56 -0.100 4.379 -2.248
H57 1.605 4.208 -1.886
H58 0.114 6.900 -1.933
H59 1.173 6.296 -3.204
H60 1.833 6.677 -1.612
O3 -3.250 -0.308 -0.634
S2 -3.610 -1.611 -1.295
C38 -4.587 -1.179 -2.771
C39 -5.386 -2.331 -3.300
C40 -4.753 -3.372 -3.975
C41 -5.488 -4.450 -4.448
C42 -6.862 -4.494 -4.252
C43 -7.499 -3.455 -3.585
C44 -6.763 -2.379 -3.111
C45 -4.815 -2.402 -0.213
C46 -5.739 -1.521 0.597
C47 -6.218 -2.048 1.794
C48 -7.078 -1.317 2.600
C49 -7.478 -0.043 2.219
C50 -7.013 0.489 1.025
C51 -6.148 -0.244 0.221
H61 -3.824 -0.863 -3.484
H62 -5.207 -0.324 -2.508
H63 -3.680 -3.334 -4.133
H64 -4.989 -5.253 -4.976
H65 -7.436 -5.334 -4.623
H66 -8.570 -3.482 -3.435
H67 -7.261 -1.570 -2.585
H68 -4.191 -2.989 0.463
H69 -5.371 -3.088 -0.857
H70 -5.893 -3.032 2.114
H71 -7.410 -1.737 3.541
H72 -8.131 0.538 2.858
H73 -7.308 1.486 0.722
H74 -5.781 0.209 -0.689
Cl1 -4.344 0.327 3.893
C52 -3.175 -0.954 4.284
Cl2 -1.499 -0.272 4.274
C53 -3.345 -2.114 3.270
O4 -3.970 -3.073 3.702
O5 -2.873 -1.916 2.110
H75 -3.364 -1.295 5.292
Br1 -0.214 0.788 -1.612
C54 -0.134 -5.028 -3.156
C55 0.775 -4.231 -3.837
C56 1.043 -2.967 -3.340
N3 0.470 -2.474 -2.240
C57 -0.401 -3.249 -1.592
C58 -0.734 -4.529 -2.013
H76 -0.359 -6.028 -3.506
H77 1.273 -4.585 -4.731
H78 1.750 -2.311 -3.841
H79 -0.822 -2.843 -0.678
H80 -1.444 -5.115 -1.444

(8)
Molecular formula: C10H21N2
Method: DFT, ωB97M-V with the def2-TZVPD basis set

Calculated values
Energy above the lowest of the compared OMol25 structures with the same formula, charge and spin: 34.8 kcal per mole
Multiplicity: 1
Highest occupied orbital energy: -11.82 eV
SMILES: CC1=C(C)[N@H+](C)[C@@H](C)N1C(C)C
Gap between HOMO and LUMO: 9.16 eV
Net charge: +1
Total energy: -13682.232 eV
Max |F|: 6.5 eV Å⁻¹
Lowest unoccupied orbital energy: -2.7 eV

Atoms and positions in Å:
C1 -0.474 1.126 -0.112
C2 -0.948 0.699 -1.272
C3 0.622 -0.934 -0.449
C4 -0.828 2.480 0.587
C5 -1.752 1.390 -2.342
C6 2.046 -0.919 -1.147
C7 2.003 0.137 2.301
C8 0.075 -1.366 2.382
C9 -1.593 -1.524 -1.432
C10 0.539 0.003 1.818
N1 0.468 0.207 0.408
N2 -0.466 -0.594 -1.575
H1 0.368 -1.875 -0.138
H2 -0.863 3.326 -0.150
H3 -0.075 2.796 1.381
H4 -1.904 2.439 0.960
H5 -2.804 1.561 -1.898
H6 -1.687 0.835 -3.224
H7 -1.444 2.364 -2.603
H8 2.463 0.021 -1.444
H9 2.046 -1.537 -2.061
H10 2.674 -1.343 -0.474
H11 2.715 -0.271 1.676
H12 2.364 1.198 2.538
H13 1.973 -0.347 3.227
H14 0.737 -2.125 1.978
H15 -0.845 -1.720 2.110
H16 0.072 -1.286 3.491
H17 -1.878 -1.475 -0.440
H18 -2.285 -1.102 -2.079
H19 -1.169 -2.404 -1.698
H20 -0.016 0.899 2.273
H21 -0.135 -0.656 -2.591